No. 1
{
  "formula": "C31H52Cl4FN3O3PS",
  "method": "ωB97M-V/def2-TZVPD",
  "lumo_ha": -0.1595,
  "e_tot_ha": -4282.255138,
  "total_charge": 1,
  "molar_mass_da": 738.6,
  "elements": ["C", "C", "C", "C", "C", "C", "C", "C", "C", "C", "C", "C", "C", "C", "C", "C", "C", "C", "C", "C", "N", "C", "S", "O", "O", "F", "C", "O", "N", "P", "N", "C", "C", "C", "C", "C", "H", "H", "H", "H", "H", "H", "H", "H", "H", "H", "H", "H", "H", "H", "H", "H", "H", "H", "H", "H", "H", "H", "H", "H", "H", "H", "H", "H", "H", "H", "H", "H", "H", "H", "H", "H", "H", "H", "H", "H", "H", "H", "H", "H", "Cl", "C", "C", "Cl", "H", "H", "H", "H", "Cl", "C", "C", "Cl", "H", "H", "H", "H"],
  "coordinates": [[8.711, -4.084, 0.751], [8.656, -2.529, 0.670], [7.196, -2.027, 0.783], [6.945, -0.717, 0.005], [5.433, -0.435, -0.241], [4.963, 0.937, 0.344], [3.713, 0.820, 1.252], [2.456, 1.392, 0.518], [1.461, 2.095, 1.457], [0.537, 1.138, 2.244], [-0.043, 0.000, 1.390], [-1.386, -0.504, 1.949], [-2.198, -1.458, 1.033], [-2.615, -0.879, -0.313], [-3.499, 0.205, -0.290], [-3.994, 0.809, 1.015], [-4.948, 0.095, 1.699], [-5.394, 0.637, 2.899], [-4.811, 1.829, 3.254], [-3.849, 2.465, 2.501], [-3.439, 1.956, 1.341], [-3.935, 0.791, -1.495], [-5.029, 2.207, -1.474], [-5.619, 2.467, -2.736], [-4.299, 3.305, -0.979], [-6.185, 1.827, -0.502], [-3.511, 0.254, -2.663], [-3.929, 0.775, -3.838], [-2.674, -0.800, -2.682], [-2.238, -1.393, -4.339], [-1.088, -0.575, -4.979], [-2.197, -1.375, -1.545], [-1.231, -2.550, -1.664], [0.115, -2.286, -0.935], [-1.899, -3.873, -1.142], [-1.412, -5.017, -2.067], [9.375, -4.495, -0.014], [9.053, -4.407, 1.740], [7.723, -4.535, 0.612], [9.252, -2.152, 1.507], [9.117, -2.195, -0.265], [7.001, -1.817, 1.842], [6.518, -2.801, 0.410], [7.433, -0.817, -0.973], [7.407, 0.109, 0.555], [4.842, -1.265, 0.162], [5.276, -0.414, -1.325], [5.778, 1.404, 0.902], [4.782, 1.578, -0.526], [3.836, 1.308, 2.240], [3.505, -0.245, 1.418], [2.014, 0.563, -0.050], [2.772, 2.129, -0.229], [2.050, 2.682, 2.161], [0.808, 2.762, 0.880], [0.993, 0.758, 3.166], [-0.319, 1.743, 2.584], [-0.219, 0.374, 0.372], [0.657, -0.840, 1.395], [-1.158, -1.082, 2.856], [-1.947, 0.368, 2.284], [-3.125, -1.673, 1.577], [-1.680, -2.406, 0.941], [-5.330, -0.852, 1.330], [-6.157, 0.159, 3.499], [-5.126, 2.303, 4.181], [-3.404, 3.401, 2.823], [-4.668, 0.240, -4.173], [-2.024, -2.777, -4.215], [-3.446, -1.265, -5.046], [-0.336, -1.234, -5.188], [-0.952, -2.753, -2.695], [0.150, -2.730, 0.057], [0.363, -1.226, -0.937], [0.912, -2.766, -1.516], [-2.983, -3.773, -1.245], [-1.576, -4.120, -0.131], [-1.870, -4.847, -3.051], [-1.676, -6.006, -1.691], [-0.331, -4.964, -2.234], [3.501, 5.086, 1.958], [5.083, 5.261, 2.752], [6.011, 4.110, 2.457], [5.502, 2.573, 3.217], [4.912, 5.371, 3.821], [5.521, 6.185, 2.377], [6.999, 4.337, 2.853], [6.102, 3.935, 1.386], [-11.553, 2.038, -2.463], [-9.918, 2.597, -2.032], [-8.848, 1.653, -2.517], [-8.883, 0.094, -1.642], [-9.879, 2.722, -0.953], [-9.782, 3.573, -2.497], [-7.871, 2.091, -2.351], [-8.952, 1.443, -3.579]],
  "forces_ev_per_angstrom": [[0.077, 0.288, 0.069], [-0.477, -0.882, 0.238], [0.667, 0.765, -0.109], [-0.357, -0.683, -0.154], [0.691, 0.652, 0.218], [-0.038, -0.809, 0.042], [-0.746, 0.262, -0.712], [0.422, 0.184, 0.396], [-0.148, -0.924, -0.121], [-0.525, 0.423, -0.018], [-0.420, 0.011, 0.481], [0.750, -0.260, 0.242], [-0.155, 0.395, 0.325], [-0.017, 0.037, 0.569], [-0.136, 0.864, -0.033], [0.481, -1.148, -1.516], [-0.573, -0.219, 0.777], [0.274, -0.205, -0.810], [-0.637, 0.760, 1.754], [0.122, -0.004, -0.478], [0.149, 0.233, 0.426], [-0.515, -0.306, 1.735], [0.511, 2.324, -1.652], [-0.762, -1.368, -0.248], [0.328, -0.151, 1.334], [0.528, -0.420, 0.042], [-0.855, 0.588, -0.950], [0.581, -0.820, -0.061], [-0.150, -0.630, -0.476], [0.890, 0.482, -1.547], [-0.190, -0.802, 0.328], [0.589, -0.413, 0.287], [0.012, -0.235, 1.138], [0.235, -0.192, -0.898], [0.694, -0.267, -1.257], [-0.270, 0.610, -0.187], [-0.005, -0.047, 0.224], [0.067, -0.053, -0.203], [0.119, 0.105, -0.113], [-0.006, 0.269, -0.293], [-0.119, 0.048, 0.118], [-0.355, -0.357, -0.134], [0.012, 0.098, 0.140], [0.124, 0.183, 0.214], [0.019, -0.016, -0.248], [0.012, 0.163, 0.001], [-0.134, -0.157, 0.154], [-0.023, -0.182, -0.055], [-0.204, 0.176, 0.351], [-0.133, -0.388, -0.914], [0.200, 0.155, 0.280], [-0.193, 0.276, 0.019], [0.057, -0.087, 0.151], [-0.179, 0.218, -0.058], [0.200, -0.009, 0.063], [0.132, -0.101, -0.277], [0.192, -0.065, 0.055], [0.254, -0.085, 0.056], [0.029, 0.168, -0.451], [-0.194, 0.095, -0.077], [-0.191, -0.275, -0.181], [0.137, -0.135, -0.148], [-0.002, 0.141, -0.154], [0.045, 0.128, -0.077], [0.072, 0.059, 0.006], [0.097, -0.038, -0.116], [-0.051, -0.103, -0.070], [-0.117, 0.441, -0.110], [-0.597, 0.162, 0.260], [-0.121, -0.177, 0.717], [0.294, 0.519, -0.005], [-0.218, 0.379, 0.079], [-0.063, 0.323, 0.036], [-0.002, -0.086, 0.273], [-0.145, -0.014, 0.118], [0.054, -0.247, 0.455], [-0.380, 0.334, 0.072], [0.014, -0.413, 0.099], [-0.012, 0.102, -0.114], [-0.096, -0.109, 0.277], [-0.079, -0.055, -0.034], [0.105, 0.060, 0.114], [0.231, 0.011, -0.028], [0.328, 0.584, 0.420], [-0.045, -0.066, -0.018], [0.039, -0.051, -0.035], [-0.026, 0.015, 0.026], [-0.095, -0.039, 0.024], [0.011, -0.018, 0.032], [-0.040, 0.073, 0.004], [-0.058, 0.133, -0.078], [0.082, -0.053, -0.025], [-0.023, -0.069, -0.009], [0.038, -0.042, -0.047], [0.000, 0.045, 0.017], [-0.091, -0.066, 0.044]],
  "mulliken_charge": [-1.017, -0.436, -0.705, -0.552, -0.816, 0.000, -0.334, -0.473, -1.010, -0.803, -0.178, -1.067, -0.917, -0.211, 1.330, -0.190, -0.713, -0.743, -0.487, -0.616, -0.282, -0.210, 1.506, -0.661, -0.590, -0.179, 0.097, -0.552, 0.403, 0.420, -0.633, 0.049, 0.016, -1.857, -0.590, -1.365, 0.279, 0.267, 0.322, 0.336, 0.369, 0.155, 0.388, 0.393, 0.239, 0.360, 0.304, -0.107, 0.353, 0.046, 0.183, -0.064, 0.622, 0.417, 0.329, 0.355, 0.378, 0.300, 0.319, 0.597, 0.151, 0.737, 0.161, 0.605, 0.501, 0.445, 0.537, 0.380, 0.092, 0.076, 0.277, 1.267, 0.411, 0.222, 0.465, 0.361, 0.389, 0.310, 0.413, 0.325, -0.159, -0.492, -0.464, -0.164, 0.310, 0.348, 0.420, 0.315, -0.183, -0.466, -0.067, -0.201, 0.307, 0.331, -0.091, 0.362]
}

---

No. 2
{
  "formula": "C31H52F4N2O12P",
  "method": "ωB97M-V/def2-TZVPD",
  "lumo_ha": -0.0638,
  "e_tot_ha": -2965.512276,
  "total_charge": 1,
  "molar_mass_da": 751.7,
  "elements": ["C", "C", "P", "C", "N", "C", "C", "N", "C", "F", "F", "C", "F", "F", "H", "H", "H", "H", "H", "H", "H", "H", "H", "H", "H", "H", "H", "H", "H", "H", "O", "C", "O", "C", "C", "C", "H", "H", "H", "H", "H", "H", "O", "C", "O", "C", "C", "C", "H", "H", "H", "H", "H", "H", "O", "C", "O", "C", "C", "C", "H", "H", "H", "H", "H", "H", "O", "C", "O", "C", "C", "C", "H", "H", "H", "H", "H", "H", "O", "C", "O", "C", "C", "C", "H", "H", "H", "H", "H", "H", "O", "C", "O", "C", "C", "C", "H", "H", "H", "H", "H", "H"],
  "coordinates": [[4.548, 1.216, 1.057], [3.341, 1.137, 0.090], [2.211, 2.570, 0.234], [1.581, 2.785, -1.479], [0.631, 1.743, 0.861], [-0.426, 2.811, 0.971], [-1.795, 2.202, 0.654], [-1.743, 1.737, -0.741], [0.804, 0.891, 2.075], [1.975, 1.190, 2.658], [-0.173, 1.163, 2.946], [0.763, -0.612, 1.726], [0.849, -1.303, 2.870], [-0.436, -0.849, 1.142], [4.485, 2.087, 1.715], [4.645, 0.298, 1.646], [5.478, 1.304, 0.484], [3.691, 1.155, -0.950], [2.830, 0.178, 0.197], [1.399, 3.854, -1.587], [2.315, 2.393, -2.187], [0.637, 2.245, -1.611], [0.270, 1.132, 0.108], [-0.365, 3.326, 1.932], [-0.186, 3.545, 0.192], [-2.002, 1.346, 1.300], [-2.551, 2.975, 0.824], [-2.343, 0.925, -0.857], [-2.139, 2.436, -1.362], [1.565, -0.921, 1.049], [7.626, -0.500, 0.865], [8.149, -0.104, 1.868], [9.415, 0.355, 1.899], [9.807, 0.666, 3.251], [8.499, 0.899, 4.001], [7.553, -0.046, 3.261], [10.368, -0.183, 3.646], [10.457, 1.536, 3.221], [8.579, 0.712, 5.069], [8.175, 1.931, 3.861], [7.566, -1.053, 3.681], [6.529, 0.315, 3.216], [-5.199, 1.269, -0.934], [-5.553, 1.305, 0.211], [-4.814, 1.937, 1.155], [-5.391, 1.735, 2.463], [-6.856, 1.404, 2.199], [-6.775, 0.688, 0.852], [-4.862, 0.910, 2.946], [-5.244, 2.642, 3.044], [-7.305, 0.810, 2.991], [-7.430, 2.325, 2.097], [-6.597, -0.383, 0.970], [-7.651, 0.836, 0.226], [-7.847, -2.701, 1.083], [-8.343, -2.461, 0.021], [-9.426, -1.661, -0.106], [-9.854, -1.608, -1.481], [-8.622, -1.985, -2.296], [-7.906, -2.946, -1.349], [-10.672, -2.319, -1.610], [-10.223, -0.606, -1.682], [-8.870, -2.410, -3.265], [-8.004, -1.101, -2.461], [-8.247, -3.977, -1.466], [-6.823, -2.918, -1.429], [-0.020, 5.424, -1.924], [0.312, 6.451, -2.456], [1.072, 7.361, -1.826], [1.239, 8.536, -2.650], [0.981, 8.058, -4.074], [-0.036, 6.939, -3.846], [0.512, 9.281, -2.322], [2.241, 8.922, -2.488], [0.633, 8.852, -4.730], [1.897, 7.644, -4.497], [-1.063, 7.308, -3.825], [0.031, 6.124, -4.562], [1.408, -2.897, -1.108], [2.312, -3.162, -0.370], [3.245, -2.230, -0.037], [4.271, -2.819, 0.796], [3.617, -4.049, 1.412], [2.635, -4.469, 0.318], [5.121, -3.069, 0.159], [4.589, -2.076, 1.525], [4.334, -4.819, 1.688], [3.066, -3.766, 2.311], [3.094, -5.136, -0.413], [1.730, -4.934, 0.701], [1.207, -7.985, 0.126], [0.542, -7.559, -0.773], [-0.281, -6.496, -0.618], [-1.012, -6.244, -1.832], [-0.183, -6.888, -2.937], [0.461, -8.063, -2.201], [-1.999, -6.701, -1.734], [-1.124, -5.168, -1.941], [-0.779, -7.172, -3.802], [0.588, -6.193, -3.270], [-0.167, -8.956, -2.209], [1.451, -8.321, -2.565]],
  "forces_ev_per_angstrom": [[0.156, -0.062, -0.330], [0.334, -0.161, -0.098], [0.233, 0.207, -0.016], [-0.012, -0.275, 0.447], [-0.005, -0.403, -0.004], [-0.364, 0.336, -0.091], [0.278, 0.268, -0.287], [-0.226, -0.259, 0.201], [-0.100, 0.148, 0.011], [-0.071, -0.018, -0.021], [0.074, -0.059, 0.055], [0.061, 0.076, -0.153], [-0.039, -0.060, 0.097], [-0.010, -0.002, 0.031], [-0.023, -0.200, 0.063], [-0.103, 0.267, 0.017], [-0.178, -0.019, 0.149], [-0.070, -0.052, 0.206], [0.063, 0.141, -0.213], [-0.002, -0.169, -0.388], [-0.082, 0.242, 0.026], [0.124, 0.144, -0.213], [-0.053, 0.146, -0.067], [0.096, -0.306, -0.050], [-0.063, -0.102, 0.178], [-0.061, 0.232, 0.046], [0.048, -0.250, 0.059], [0.032, 0.099, 0.025], [0.195, 0.006, 0.046], [-0.101, 0.019, 0.051], [-0.037, 0.066, 0.004], [-0.056, -0.160, 0.001], [0.020, 0.022, -0.015], [0.007, 0.030, 0.078], [-0.014, -0.033, -0.098], [0.091, 0.292, 0.143], [-0.014, -0.010, 0.007], [0.004, -0.005, -0.061], [0.038, -0.054, -0.012], [0.005, 0.004, 0.014], [-0.048, -0.021, -0.017], [-0.055, -0.139, -0.012], [0.016, -0.010, 0.002], [0.048, -0.115, -0.076], [0.014, 0.021, 0.120], [-0.119, -0.021, 0.041], [-0.004, -0.018, -0.068], [-0.053, 0.199, 0.164], [-0.012, -0.013, -0.007], [0.040, 0.023, -0.049], [0.037, -0.046, -0.012], [0.005, 0.007, 0.020], [-0.042, -0.014, -0.026], [0.021, -0.115, -0.068], [0.024, 0.099, -0.005], [0.090, -0.090, -0.007], [-0.013, 0.047, 0.001], [-0.024, -0.017, -0.080], [0.062, -0.021, 0.059], [-0.112, 0.222, -0.112], [0.008, -0.012, -0.008], [0.000, 0.012, 0.060], [-0.036, -0.032, 0.022], [-0.006, 0.003, -0.014], [0.037, -0.026, 0.002], [0.015, -0.112, 0.063], [-0.015, 0.018, -0.001], [-0.172, 0.001, 0.045], [0.052, 0.016, 0.018], [0.003, 0.070, -0.075], [-0.031, -0.082, 0.012], [0.232, 0.096, -0.021], [-0.013, -0.005, -0.008], [0.011, -0.048, 0.050], [-0.038, 0.014, 0.034], [0.007, 0.019, -0.007], [-0.024, -0.028, -0.014], [-0.105, -0.032, 0.019], [-0.058, 0.117, 0.108], [-0.003, -0.242, -0.160], [-0.001, 0.176, 0.178], [0.114, -0.131, 0.035], [-0.099, 0.032, -0.054], [0.066, 0.097, 0.276], [0.000, 0.013, -0.003], [-0.021, 0.044, -0.051], [0.021, 0.000, -0.056], [0.014, -0.011, 0.014], [-0.047, -0.038, -0.017], [-0.036, -0.094, -0.173], [0.030, 0.109, 0.001], [0.088, -0.177, 0.015], [-0.022, 0.090, 0.011], [-0.048, 0.030, -0.064], [0.067, -0.057, 0.038], [-0.054, 0.282, -0.091], [0.002, -0.013, -0.010], [0.031, 0.010, 0.059], [-0.032, -0.027, 0.030], [-0.013, 0.012, -0.013], [0.025, -0.032, -0.007], [-0.006, -0.125, 0.054]],
  "mulliken_charge": [-1.174, 0.290, -0.086, -0.493, -0.090, -0.549, -0.674, -0.427, 0.257, -0.272, -0.322, 1.590, -0.305, -0.244, 0.514, -0.050, 0.440, 0.761, -0.614, -0.087, 0.517, 0.282, 0.542, 0.423, 0.225, 0.336, 0.478, 0.189, 0.235, -0.715, -0.550, 0.509, -0.369, -0.441, -0.601, -0.018, 0.254, 0.331, 0.345, 0.262, 0.283, 0.027, -0.616, 0.337, -0.257, -0.481, -0.724, 0.027, 0.274, 0.370, 0.344, 0.303, 0.035, 0.328, -0.594, 0.595, -0.355, -0.460, -0.452, -0.441, 0.320, 0.304, 0.341, 0.225, 0.293, 0.270, -0.654, 0.576, -0.353, -0.444, -0.498, -0.418, 0.277, 0.316, 0.321, 0.265, 0.268, 0.307, -0.641, 0.445, -0.319, -0.085, -0.759, -0.071, 0.320, 0.018, 0.397, 0.282, 0.211, 0.219, -0.586, 0.555, -0.358, -0.365, -0.486, -0.418, 0.266, 0.282, 0.337, 0.237, 0.265, 0.292]
}

---

The HOMO-LUMO gap results, record by record, are as follows: 7.34 9.99 eV.